1.
Molecular formula: C4H5N3
Method: DFT, ωB97M-V with the def2-TZVPD basis set

Values from the calculation:
* highest occupied orbital energy: -10.4 eV
* SMILES string: [H]/N=C/C/N=C\C#N
* F_max: 1.14 eV/A
* relative energy (zero: lowest compared OMol25 entry of this formula, charge and spin): 220.4 kJ/mol
* molecular weight: 95.1 g mol⁻¹
* orbital gap: 0.3872 hartree

Last column: Löwdin charge in e.
CARTESIAN COORDINATES (ANGSTROEM)
H 1.442 1.804 -1.166  0.063
N 0.701 1.295 -0.690  0.106
C 0.429 0.203 -1.268  -0.217
C -0.605 -0.749 -0.686  -0.224
N -1.399 -0.071 0.314  0.045
C -0.818 0.248 1.395  -0.179
C 0.524 -0.180 1.773  -0.210
N 1.568 -0.586 2.068  0.163
H 0.921 -0.152 -2.182  0.113
H -1.261 -1.115 -1.483  0.109
H -0.063 -1.620 -0.284  0.120
H -1.339 0.877 2.114  0.111

=====

2.
Molecular formula: C2H5N4
Method: DFT, ωB97M-V with the def2-TZVPD basis set

Values from the calculation:
* highest occupied orbital energy: -14.1 eV
* net charge: +1
* F_max: 6.17 eV/A
* relative energy (zero: lowest compared OMol25 entry of this formula, charge and spin): 633.9 kJ/mol
* molecular weight: 85.1 g mol⁻¹
* orbital gap: 0.3265 hartree

Last column: Löwdin charge in e.
CARTESIAN COORDINATES (ANGSTROEM)
C 1.336 0.673 0.006  0.040
C -1.230 0.456 -0.185  -0.130
N 1.429 -0.624 0.301  0.188
N 0.250 -0.861 -0.435  -0.022
N 0.153 0.528 -0.646  0.028
N -1.017 -0.899 0.206  0.062
H 2.018 1.498 0.078  0.156
H -1.491 1.403 1.128  0.241
H -2.006 0.742 -0.881  0.102
H 2.193 -1.262 0.502  0.187
H -1.635 -1.654 -0.073  0.147

=====

3.
Molecular formula: C47H56BF4N5O4PSc
Method: DFT, ωB97M-V with the def2-TZVPD basis set

Values from the calculation:
* highest occupied orbital energy: -1.8 eV
* net charge: -2
* F_max: 0.79 eV/A
* relative energy (zero: lowest compared OMol25 entry of this formula, charge and spin): 0.0 kJ/mol
* molecular weight: 917.7 g mol⁻¹
* orbital gap: 0.2129 hartree

Last column: Löwdin charge in e.
CARTESIAN COORDINATES (ANGSTROEM)
Sc -0.639 -0.709 -0.428  1.041
C 4.084 1.239 -2.825  -0.129
C 2.965 0.245 -2.482  -0.511
C 3.612 -1.114 -2.215  -0.112
P 1.737 0.799 -1.191  1.088
C 2.702 1.321 0.311  -0.529
C 3.163 0.161 1.193  -0.109
C 3.830 2.323 0.086  -0.115
C 1.107 2.354 -1.881  -0.319
C 1.304 2.744 -3.202  -0.090
C 0.826 3.940 -3.718  -0.312
C 0.977 4.287 -5.174  -0.079
C 0.153 4.782 -2.828  -0.071
C -0.109 4.413 -1.530  -0.036
C 0.265 3.132 -1.023  -0.347
N -0.105 2.624 0.154  0.055
C -0.890 3.404 1.014  -0.252
C -2.275 3.571 0.816  -0.192
C -2.936 3.017 -0.412  -0.024
C -3.036 4.215 1.781  -0.025
C -2.481 4.720 2.952  -0.300
C -3.338 5.408 3.982  -0.072
C -1.113 4.580 3.124  -0.048
C -0.317 3.943 2.176  -0.220
C 1.161 3.799 2.417  -0.043
H 4.445 1.034 -3.838  0.079
H 4.930 1.102 -2.149  0.059
H 3.778 2.281 -2.779  0.057
H 2.323 0.122 -3.361  0.102
H 4.227 -1.087 -1.310  0.063
H 4.282 -1.361 -3.045  0.083
H 2.890 -1.918 -2.129  0.039
H 1.899 1.841 0.842  0.045
H 3.939 -0.448 0.715  0.061
H 2.344 -0.487 1.510  0.052
H 3.605 0.559 2.112  0.083
H 4.742 1.834 -0.265  0.057
H 4.070 2.816 1.032  0.072
H 3.550 3.096 -0.631  0.073
H 1.847 2.094 -3.879  0.092
H 1.835 3.776 -5.616  0.063
H 1.124 5.362 -5.315  0.062
H 0.095 4.000 -5.755  0.072
H -0.203 5.747 -3.180  0.101
H -0.668 5.079 -0.881  0.104
H -2.436 3.354 -1.321  0.066
H -3.982 3.325 -0.457  0.080
H -2.892 1.928 -0.411  0.052
H -4.108 4.302 1.620  0.113
H -4.287 4.884 4.119  0.067
H -3.573 6.437 3.693  0.068
H -2.835 5.446 4.950  0.064
H -0.644 4.972 4.024  0.106
H 1.521 4.585 3.085  0.070
H 1.713 3.857 1.479  0.063
H 1.403 2.834 2.876  0.078
O 1.474 -2.245 -0.206  -0.083
C 1.254 -3.615 0.174  -0.289
C -0.242 -3.697 0.583  -0.570
O -0.716 -4.789 0.839  0.089
O -0.814 -2.555 0.706  -0.133
C 2.175 -3.926 1.352  -0.141
C 1.719 -4.249 2.621  -0.017
C 2.621 -4.453 3.657  -0.068
C 3.984 -4.338 3.438  -0.100
C 4.451 -4.026 2.167  -0.084
C 3.551 -3.832 1.134  -0.032
C 1.533 -4.570 -0.981  -0.125
C 1.761 -5.919 -0.716  -0.022
C 1.976 -6.813 -1.752  -0.088
C 1.961 -6.371 -3.069  -0.102
C 1.725 -5.033 -3.338  -0.062
C 1.514 -4.138 -2.298  -0.021
H 2.366 -1.986 0.047  0.049
H 0.658 -4.344 2.802  0.119
H 2.248 -4.688 4.646  0.102
H 4.682 -4.490 4.253  0.092
H 5.514 -3.941 1.980  0.096
H 3.918 -3.620 0.134  0.125
H 1.752 -6.271 0.308  0.120
H 2.145 -7.860 -1.529  0.092
H 2.116 -7.072 -3.881  0.090
H 1.666 -4.674 -4.357  0.108
H 1.299 -3.107 -2.526  0.094
O 0.583 -1.586 3.099  -0.053
H -0.061 -0.910 3.345  0.016
H 0.122 -2.044 2.377  0.004
N -4.589 2.041 -4.855  0.057
C -3.566 1.853 -4.341  -0.413
N -2.365 1.752 -3.831  0.105
C -1.955 1.027 -2.883  -0.300
N -1.459 0.440 -1.998  0.089
F -2.676 -1.992 -3.409  0.157
B -1.479 -2.643 -3.246  -1.209
F -0.887 -2.173 -1.924  -0.043
F -0.536 -2.293 -4.205  0.128
F -1.618 -4.007 -3.126  0.156
C -6.040 -1.618 1.649  -0.142
N -4.877 -1.917 0.850  -0.254
C -4.088 -2.978 1.440  -0.092
C -4.096 -0.758 0.420  -0.161
C -3.248 -0.035 1.459  -0.240
C -3.902 0.587 2.528  -0.058
C -3.197 1.277 3.502  -0.097
C -1.819 1.392 3.392  -0.105
C -1.180 0.830 2.294  -0.175
C -1.855 0.089 1.313  -0.155
H -6.706 -2.486 1.653  0.073
H -6.583 -0.774 1.217  0.081
H -5.810 -1.377 2.702  0.069
H -4.717 -3.863 1.568  0.079
H -3.672 -2.705 2.424  0.091
H -3.256 -3.239 0.795  0.071
H -4.806 -0.048 -0.018  0.124
H -3.458 -1.089 -0.409  0.103
H -4.984 0.555 2.587  0.088
H -3.724 1.759 4.317  0.093
H -1.255 1.971 4.114  0.100
H -0.114 1.019 2.181  0.083

=====

4.
Molecular formula: C5H7NO
Method: DFT, ωB97M-V with the def2-TZVPD basis set

Values from the calculation:
* highest occupied orbital energy (spin up / spin down): -8.3 / -8.3 eV
* F_max: 3.90 eV/A
* relative energy (zero: lowest compared OMol25 entry of this formula, charge and spin): 611.2 kJ/mol
* molecular weight: 97.1 g mol⁻¹
* orbital gap (spin up / spin down): 0.3096 / 0.3095 hartree

Last column: Löwdin charge in e.
CARTESIAN COORDINATES (ANGSTROEM)
C 1.645 1.362 -0.428  0.105
C -0.180 -1.119 -0.895  -0.065
C 0.506 -0.962 0.452  -0.258
C -0.433 0.038 -0.011  -0.214
C -1.644 0.656 0.560  -0.069
N 2.365 0.481 0.021  -0.053
O 1.936 -0.696 0.473  -0.090
H 1.851 2.333 -0.799  0.050
H 0.436 -0.997 -1.776  0.100
H -0.938 -1.887 -1.008  0.102
H 0.341 -1.633 1.284  0.150
H -2.369 -0.121 0.823  0.086
H -2.116 1.325 -0.158  0.077
H -1.401 1.219 1.460  0.079

=====

5.
Molecular formula: C2H2FO2V
Method: DFT, ωB97M-V with the def2-TZVPD basis set

Values from the calculation:
* highest occupied orbital energy (spin up / spin down): -7.9 / -11.0 eV
* multiplicity: 5
* F_max: 2.81 eV/A
* relative energy (zero: lowest compared OMol25 entry of this formula, charge and spin): 95.1 kJ/mol
* molecular weight: 128.0 g mol⁻¹
* orbital gap (spin up / spin down): 0.2764 / 0.3575 hartree

Last column: Mulliken spin population.
CARTESIAN COORDINATES (ANGSTROEM)
V -1.301 -1.004 -0.869  3.011
F -1.789 0.832 -1.408  0.007
O 0.554 -0.550 -1.182  0.206
C 0.813 0.306 -0.245  0.289
C 0.209 -0.034 1.019  0.285
O -0.820 -0.813 0.994  0.161
H 1.728 0.910 -0.274  0.017
H 0.607 0.355 1.964  0.024